ORCA calculation (ωB97M-V/def2-TZVPD) on a 3-piece molecular cluster, C4H11O4 overall in a non-equilibrium geometry.

Net charge   -1
Kohn-Sham gap   8.38 eV
2S+1   1
HOMO level   -0.170 Ha

```
19
Properties=species:S:1:pos:R:3:forces:R:3:mulliken_charge:R:1
O -1.289511 3.271687 -0.454279 0.137 0.288 0.856 -0.561
C -0.950734 2.189742 -0.022999 -0.236 -0.593 -1.679 0.007
C -0.861694 0.996111 -0.941343 0.185 -0.083 1.340 -0.358
C -1.656211 -0.207673 -0.352399 -0.110 0.716 0.413 -0.688
C -0.741514 -1.315352 0.312550 0.729 0.957 -1.881 -0.398
O 0.499720 -1.286092 -0.319710 -0.083 -0.035 0.194 -0.937
H -0.695462 1.974711 1.027451 -0.028 0.333 0.207 0.378
H 0.183869 0.672619 -0.933109 0.004 -0.073 -0.298 0.195
H -1.165718 1.303704 -1.935795 -0.100 -0.051 -0.097 0.326
H -2.325146 0.193875 0.439929 -0.089 -0.331 -0.482 0.338
H -2.272433 -0.574222 -1.189590 0.144 -0.303 0.536 0.293
H -0.535139 -1.067556 1.377295 -1.015 -0.589 -0.128 0.278
H -1.244907 -2.267936 0.041539 0.067 0.112 1.129 0.276
H 2.807716 -2.719410 0.571594 0.074 -0.280 0.189 0.260
H 1.369366 -2.252089 0.255020 -0.073 -1.361 0.103 0.477
O 1.921181 -3.094764 0.628962 0.124 0.937 -0.252 -0.776
H 1.336221 -0.366581 0.538262 0.721 0.947 -0.577 0.357
H 2.247163 0.937703 0.170914 -0.148 -0.210 -0.231 0.282
O 1.961821 0.393697 0.905778 -0.302 -0.381 0.657 -0.748
```
Forces are in eV/Å.

ORCA calculation (ωB97M-V/def2-TZVPD) on a 2-piece molecular cluster, C4H11OS overall.

Net charge   -1
Kohn-Sham gap   6.19 eV
2S+1   1
HOMO level   -0.098 Ha

```
17
Properties=species:S:1:pos:R:3:forces:R:3:mulliken_charge:R:1
C -1.077763 -0.698906 0.604277 0.106 0.062 -0.438 -0.389
O -0.861541 -0.814937 -0.727721 0.036 -0.025 0.246 -0.899
C -1.593536 0.716255 1.006452 -0.191 -0.393 -0.336 -0.412
C -0.823819 1.854555 0.350836 0.065 0.088 0.641 -0.970
H -0.168987 -0.934509 1.232269 0.066 0.175 0.041 0.094
H -1.840764 -1.427546 0.984461 -0.024 0.083 0.141 0.229
H -1.666451 0.829378 2.097502 0.031 -0.015 -0.027 0.333
H -2.604741 0.759247 0.580884 -0.104 0.052 0.241 0.214
H -1.286045 2.814374 0.615670 -0.084 -0.010 -0.333 0.339
H -0.823233 1.664554 -0.717070 0.074 0.174 -0.159 0.246
H 0.209571 1.936667 0.698193 0.115 -0.257 -0.050 0.222
C 2.021080 -1.357784 -1.559383 0.133 0.194 0.139 -0.485
S 2.874987 -0.181470 -0.434141 -0.346 -0.367 -0.075 -0.251
H 0.927921 -1.242475 -1.430530 0.091 0.119 0.055 0.175
H 2.341320 -1.111248 -2.571102 -0.043 -0.035 -0.023 0.262
H 2.339398 -2.367202 -1.309123 0.000 -0.070 -0.098 0.231
H 2.032611 -0.438960 0.578532 0.075 0.226 0.036 0.060
```
Forces are in eV/Å.

ORCA calculation (ωB97M-V/def2-TZVPD) on an isolated ion of composition C4H11OS and charge +1 in a non-equilibrium geometry.

Net charge   +1
Kohn-Sham gap   10.62 eV
2S+1   1
HOMO level   -0.498 Ha

```
17
Properties=species:S:1:pos:R:3:forces:R:3:mulliken_charge:R:1
C -0.277407 -0.248866 2.415251 -2.263 -1.528 -3.162 -0.588
C 1.466657 -0.613880 -1.099100 0.132 -0.256 1.755 -1.092
C -0.225758 1.572868 -0.995273 0.546 0.811 2.508 -1.032
C -1.432007 -1.040474 -0.637229 4.109 2.207 0.774 -0.840
O 0.423878 0.075774 1.185889 0.777 0.452 -1.988 -0.333
S -0.072801 -0.136625 -0.380324 -2.788 -0.550 1.387 0.921
H -0.756121 0.596685 2.787253 -1.213 1.447 0.302 0.284
H -0.975745 -1.113515 2.206782 0.768 0.946 0.580 0.334
H 0.499282 -0.440137 3.030365 2.285 -1.276 2.130 0.265
H 1.299078 -0.889407 -2.096094 -0.218 -0.103 -1.456 0.392
H 1.939645 -1.416249 -0.550664 -0.260 -0.371 0.258 0.404
H 2.083244 0.238974 -0.932714 0.645 0.701 -0.303 0.431
H 0.188391 1.558053 -1.954397 -0.305 -0.214 -1.999 0.427
H 0.597190 2.097198 -0.470551 -0.440 -0.303 0.331 0.406
H -1.136057 2.202243 -0.801040 0.522 -1.390 -0.387 0.360
H -2.184852 -0.401714 -0.850966 -2.582 1.638 -0.523 0.319
H -1.436616 -2.040926 -0.857187 0.285 -2.212 -0.205 0.341
```
Forces are in eV/Å.

ORCA calculation (ωB97M-V/def2-TZVPD) on an isolated molecule of C4H11P3 in a non-equilibrium geometry.

Net charge   0
Kohn-Sham gap   6.35 eV
2S+1   1
Structure (SMILES)   CC=[PH2]C(C)=P#[PH2]
HOMO level   -0.254 Ha

```
18
Properties=species:S:1:pos:R:3:forces:R:3:mulliken_charge:R:1
C 2.011852 1.269550 -0.622483 -0.382 0.172 2.173 -0.882
C 0.976340 1.553652 0.464866 -1.074 -4.467 -1.134 -0.550
P -0.537181 0.783931 0.091685 1.582 0.124 0.449 -0.230
C -0.877680 -1.031926 -0.187892 0.919 0.672 1.322 0.532
C -1.574170 -1.147241 -1.472185 -0.781 -2.495 -1.255 -1.447
P -0.660416 -2.201069 1.025753 -0.408 0.501 -1.514 -0.072
P 0.222096 -0.875393 2.471016 -2.060 -0.202 2.500 -0.153
H 1.505761 0.472810 -1.152458 1.422 -0.946 -0.518 0.211
H 1.928459 2.103841 -1.267464 0.898 0.891 -1.034 0.307
H 3.017731 1.140410 -0.102772 -1.073 -0.256 -1.492 0.269
H 0.758439 2.507389 0.703581 -0.496 3.304 1.277 0.459
H -1.254777 1.115141 -1.015808 -0.554 0.643 -1.328 0.052
H -1.490969 1.190914 0.949430 -0.851 0.350 1.270 0.139
H -2.634375 -1.244528 -1.356137 -1.071 1.061 0.488 0.393
H -1.352091 -0.449362 -2.245154 0.187 0.822 -0.228 0.425
H -1.547719 -2.108477 -1.994797 1.146 -0.462 0.274 0.398
H 0.035122 -1.898616 3.563194 0.489 0.834 -1.036 0.085
H 1.473578 -1.181027 2.147626 2.107 -0.545 -0.215 0.065
```
Forces are in eV/Å.

ORCA calculation (ωB97M-V/def2-TZVPD) on C4H11P3 as an isolated structure in a non-equilibrium geometry.

Net charge   0
Kohn-Sham gap (spin up / spin down)   7.56 / 7.36 eV
⟨S²⟩   2.009
2S+1   3
HOMO level (spin up / spin down)   -0.269 / -0.309 Ha

```
18
Properties=species:S:1:pos:R:3:forces:R:3:mulliken_charge:R:1
C 0.257498 -0.446892 -1.651318 -0.476 -0.801 3.235 -0.026
C 0.561284 -0.997260 -2.971283 1.073 -1.370 -0.828 -0.945
C 0.898209 0.272272 3.087860 -1.731 3.032 -2.174 -1.075
C -1.217356 -0.477505 1.108370 0.284 -1.871 -0.175 -0.984
P -0.419430 -1.984869 0.226007 0.302 2.838 -1.832 0.163
P -0.515030 1.197143 -1.382004 -0.832 -1.917 -0.942 -0.157
P 0.178000 0.791331 1.341442 0.433 -2.294 1.015 0.202
H 1.197961 -0.300071 -3.567702 -0.715 -0.267 0.258 0.313
H 1.094916 -2.020791 -3.079166 -0.855 1.547 0.800 0.287
H -0.423885 -1.142448 -3.416564 -0.014 0.024 -0.789 0.327
H 0.825647 1.224138 3.605279 0.578 0.376 0.112 0.342
H 1.899057 0.022876 2.913793 1.195 -1.031 0.336 0.313
H 0.189751 -0.276086 3.620805 -0.504 -1.881 0.665 0.359
H -1.992285 -0.073324 0.427320 0.428 -0.118 0.524 0.403
H -1.712953 -0.953129 2.008366 0.609 0.994 -0.637 0.414
H 0.505722 2.066542 -1.236812 1.402 0.844 -0.050 0.035
H -0.642005 1.358696 -2.775822 -0.255 0.438 -0.280 0.042
H -0.685104 1.739375 1.741427 -0.921 1.457 0.762 -0.013
```
Forces are in eV/Å.

ORCA calculation (ωB97M-V/def2-TZVPD) on an isolated molecule of C4H11PS in a non-equilibrium geometry.

Net charge   0
Kohn-Sham gap   7.70 eV
2S+1   1
Structure (SMILES)   CCC(S)=[PH2]C
HOMO level   -0.282 Ha

```
17
Properties=species:S:1:pos:R:3:forces:R:3:mulliken_charge:R:1
C -2.802667 0.860780 0.025834 0.486 -0.672 -1.261 -0.992
C -1.267300 0.961640 -0.203253 -1.214 -3.537 1.103 -0.665
C -0.610139 -0.314685 0.433830 0.366 -0.340 -2.348 -0.335
S -1.227461 -1.695975 -0.680951 0.344 1.563 -0.198 -0.251
P 1.323632 -0.357329 0.378763 0.855 -0.813 1.917 0.299
C 3.172880 -0.194030 -0.324190 -2.779 0.419 -3.405 -1.134
H -2.939145 1.105344 1.024129 -0.672 0.965 1.952 0.366
H -3.137881 -0.220797 0.017292 0.288 1.393 -0.675 0.286
H -3.401658 1.528749 -0.643497 0.500 -0.727 0.589 0.289
H -1.027936 0.922131 -1.215300 0.282 0.471 -1.919 0.383
H -0.740240 1.693428 0.290373 0.541 2.557 0.874 0.423
H -1.007002 -2.621698 0.178587 0.263 -1.435 1.054 0.125
H 1.650421 0.381743 1.620121 -0.430 -0.829 -1.112 0.078
H 1.356568 -1.771878 0.681887 0.236 1.052 0.106 0.047
H 3.563080 -0.939370 -1.041583 -0.867 -0.030 0.250 0.337
H 3.174715 0.755041 -0.892448 -0.042 -0.282 0.158 0.309
H 3.920136 -0.093093 0.350405 1.843 0.245 2.915 0.433
```
Forces are in eV/Å.

ORCA calculation (ωB97M-V/def2-TZVPD) on a 2-piece molecular cluster, C4H11PS3 overall in a non-equilibrium geometry.

Net charge   0
Kohn-Sham gap (spin up / spin down)   6.54 / 7.44 eV
2S+1   1
HOMO level (spin up / spin down)   -0.292 / -0.319 Ha

```
19
Properties=species:S:1:pos:R:3:forces:R:3:mulliken_charge:R:1
C -0.641161 0.097867 -1.457672 0.813 0.592 1.160 -1.421
C -2.508228 -0.253750 0.278638 -0.197 1.593 1.006 -1.555
C -0.565774 1.234678 0.904938 -1.437 -0.965 0.450 -1.261
C -0.959624 -0.000490 0.031328 -0.846 0.200 1.516 1.201
P 2.556653 -1.559902 -0.550916 -0.664 1.044 0.223 0.269
S 4.017930 -1.318236 0.902714 0.283 0.200 0.216 -0.224
S 2.763859 0.498160 -1.160836 0.993 0.095 -0.111 -0.260
S -0.233125 -1.466181 0.842024 1.152 -0.248 -0.764 -0.152
H -1.389421 0.663345 -1.979698 -0.814 -0.368 -0.467 0.393
H 0.241282 0.715890 -1.627598 0.255 -0.277 0.196 0.135
H -0.433525 -0.919132 -1.735847 -0.328 -0.238 -1.075 0.438
H -3.032339 -0.914733 -0.404621 0.307 0.111 -0.432 0.356
H -3.020669 0.762137 0.356099 0.496 -1.120 -0.667 0.309
H -2.735443 -0.651520 1.283935 0.546 -0.076 -0.234 0.442
H -1.205546 2.044286 0.602235 0.150 0.893 -0.629 0.388
H -1.019081 1.028445 1.916365 1.188 0.087 -0.620 0.348
H 0.502048 1.497949 0.908300 -0.487 -0.244 0.093 0.273
H 3.568684 -2.268052 1.700365 -0.069 -0.638 0.346 0.161
H 4.093474 0.809243 -0.809755 -1.342 -0.642 -0.207 0.163
```
Forces are in eV/Å.

ORCA calculation (ωB97M-V/def2-TZVPD) on a 2-piece molecular cluster, C4H11S overall in a non-equilibrium geometry.

Net charge   -1
Kohn-Sham gap   5.52 eV
2S+1   1
HOMO level   -0.073 Ha

```
16
Properties=species:S:1:pos:R:3:forces:R:3:mulliken_charge:R:1
C 0.334633 2.993578 0.173865 -0.599 -0.834 -0.500 -0.760
S -1.328576 2.189477 0.089747 0.038 0.274 -0.186 -0.764
H 0.888879 2.907519 -0.767068 -0.100 0.045 -0.062 0.177
H 0.875871 2.412598 0.905447 0.532 0.283 0.449 0.144
H 0.260161 4.043079 0.423139 0.120 0.263 0.305 0.239
C 0.944147 -3.524116 -0.664711 -1.542 0.589 0.738 -1.142
C 1.158818 -2.337551 0.276213 -0.267 -0.606 0.774 -0.222
C -0.018373 -1.369598 0.167151 1.474 -0.060 -0.077 -1.005
H 0.833866 -3.229330 -1.702987 0.501 -0.083 -0.254 0.323
H 1.560985 -4.367132 -0.470376 1.109 -0.541 -0.310 0.354
H -0.051159 -3.904320 -0.390843 -0.020 0.022 -0.165 0.276
H 1.166963 -2.736452 1.300278 0.050 -0.082 -0.036 0.247
H 2.128099 -1.852266 0.186172 0.068 0.166 -0.418 0.314
H 0.037203 -0.596698 0.921119 -0.205 0.239 0.113 0.257
H -0.926927 -1.944624 0.289135 -0.416 0.204 -0.250 0.273
H 0.091863 -0.870933 -0.792164 -0.745 0.121 -0.121 0.289
```
Forces are in eV/Å.

Q: Look up the 2S+1 of the first one.
A: 1